A.
Density functional theory data (wB97M-V/def2-TZVPD) for an isolated molecule of C5H7FN2.

Output
M: 114.1 g/mol
HOMO (alpha / beta): -0.3133 / -0.3128 Eh

Last columns: bonded neighbours and bond lengths (Å).
CARTESIAN COORDINATES (ANGSTROEM)
1 C 2.020 -1.059 -0.374  C2 1.356, C3 1.389, H9 1.179
2 C 2.194 0.196 -0.857  C1 1.356, N6 1.212, H10 1.181
3 C 0.822 -1.267 0.298  C1 1.389, N7 1.311, H11 1.084
4 C -1.919 1.385 0.182  C5 1.583, H12 1.106, H13 1.134, H14 1.103
5 C -1.396 -0.057 0.578  C4 1.583, N7 1.420, F8 1.426, H15 1.124
6 N 1.391 1.102 -0.800  C2 1.212
7 N 0.003 -0.252 0.439  C3 1.311, C5 1.420
8 F -2.111 -0.958 -0.265  C5 1.426
9 H 2.804 -1.919 -0.563  C1 1.179
10 H 3.235 0.418 -1.367  C2 1.181
11 H 0.457 -2.129 0.844  C3 1.084
12 H -2.800 1.602 0.814  C4 1.106
13 H -1.002 2.037 0.325  C4 1.134
14 H -2.162 1.306 -0.891  C4 1.103
15 H -1.534 -0.404 1.638  C5 1.124

Calculated atomic charges, method natural (NBO), unit e: number 1, C, carries -0.40; number 2, C, carries -0.07; number 3, C, carries 0.07; number 4, C, carries -0.64; number 5, C, carries 0.33; number 6, N, carries -0.18; number 7, N, carries -0.32; number 8, F, carries -0.39; number 9, H, carries 0.23; number 10, H, carries 0.25; number 11, H, carries 0.22; number 12, H, carries 0.22; number 13, H, carries 0.25; number 14, H, carries 0.24; number 15, H, carries 0.18



B.
Density functional theory data (wB97M-V/def2-TZVPD) for a cluster of 2 separate species, C5H7FN2 in total.

Output
M: 114.1 g/mol
HOMO: -0.3022 Eh

Last columns: bonded neighbours and bond lengths (Å).
CARTESIAN COORDINATES (ANGSTROEM)
1 N -2.055 -1.126 -0.357  C2 1.376, H5 1.007, H6 1.011
2 C -2.428 0.154 -0.700  N1 1.376, C3 1.329, H7 1.080
3 C -1.612 1.191 -0.854  C2 1.329, F4 1.363, H8 1.074
4 F -0.278 1.097 -0.590  C3 1.363
5 H -2.762 -1.680 0.098  N1 1.007
6 H -1.141 -1.203 0.070  N1 1.011
7 H -3.471 0.299 -0.936  C2 1.080
8 H -1.898 2.167 -1.198  C3 1.074
9 C 2.876 0.670 0.416  C10 1.327, H13 1.076, H14 1.078
10 C 2.178 -0.451 0.281  C9 1.327, C11 1.408, H15 1.082
11 C 1.394 -0.976 1.326  C10 1.408, N12 1.147
12 N 0.717 -1.427 2.135  C11 1.147
13 H 3.454 1.080 -0.394  C9 1.076
14 H 2.882 1.219 1.344  C9 1.078
15 H 2.144 -1.014 -0.643  C10 1.082

Calculated atomic charges, method natural (NBO), unit e: number 1, N, carries -0.81; number 2, C, carries -0.08; number 3, C, carries 0.11; number 4, F, carries -0.36; number 5, H, carries 0.38; number 6, H, carries 0.39; number 7, H, carries 0.20; number 8, H, carries 0.17; number 9, C, carries -0.27; number 10, C, carries -0.33; number 11, C, carries 0.26; number 12, N, carries -0.32; number 13, H, carries 0.21; number 14, H, carries 0.21; number 15, H, carries 0.24



C.
Density functional theory data (wB97M-V/def2-TZVPD) for an isolated molecule of C5H7FN2.

Output
M: 114.1 g/mol
HOMO: -0.3630 Eh

Last columns: bonded neighbours and bond lengths (Å).
CARTESIAN COORDINATES (ANGSTROEM)
1 C 1.173 -0.412 1.102  C2 1.413, H9 1.108, H10 1.098, H11 1.226
2 C 0.065 -0.257 0.238  C1 1.413, C3 1.548, C7 1.512, N8 1.557
3 C 0.189 0.655 -1.006  C2 1.548, F4 1.387, C5 1.465, H12 1.075
4 F -0.867 0.408 -1.870  C3 1.387
5 C 0.450 2.092 -0.884  C3 1.465, N6 1.309
6 N 0.585 3.361 -1.174  C5 1.309
7 C -1.343 -0.694 0.571  C2 1.512, N8 1.524, H13 1.101, H14 1.045
8 N -0.546 -1.527 -0.426  C2 1.557, C7 1.524, H15 1.043
9 H 1.320 0.607 1.514  C1 1.108
10 H 2.078 -0.975 0.837  C1 1.098
11 H 0.835 -0.831 2.203  C1 1.226
12 H 0.926 0.027 -1.472  C3 1.075
13 H -2.047 -0.009 0.073  C7 1.101
14 H -1.621 -0.999 1.531  C7 1.045
15 H -1.197 -1.446 -1.236  N8 1.043

Calculated atomic charges, method natural (NBO), unit e: number 1, C, carries -0.65; number 2, C, carries 0.06; number 3, C, carries 0.07; number 4, F, carries -0.34; number 5, C, carries 0.22; number 6, N, carries -0.25; number 7, C, carries -0.24; number 8, N, carries -0.63; number 9, H, carries 0.24; number 10, H, carries 0.25; number 11, H, carries 0.24; number 12, H, carries 0.23; number 13, H, carries 0.20; number 14, H, carries 0.20; number 15, H, carries 0.39



It is B that is the most stable of them.